# 1
{
  "formula": "C31H63FN2O8",
  "method": "ωB97M-V with the def2-TZVPD basis set",
  "elements": ["O", "C", "F", "C", "C", "C", "N", "C", "C", "C", "C", "C", "C", "N", "H", "H", "H", "H", "H", "H", "H", "C", "C", "C", "O", "H", "H", "H", "H", "H", "H", "H", "H", "C", "C", "C", "O", "H", "H", "H", "H", "H", "H", "H", "H", "C", "C", "C", "O", "H", "H", "H", "H", "H", "H", "H", "H", "C", "C", "C", "O", "H", "H", "H", "H", "H", "H", "H", "H", "C", "C", "C", "O", "H", "H", "H", "H", "H", "H", "H", "H", "C", "C", "C", "O", "H", "H", "H", "H", "H", "H", "H", "H", "C", "C", "C", "O", "H", "H", "H", "H", "H", "H", "H", "H"],
  "coordinates": [[0.24474, 2.22598, 0.78874], [0.31680, 1.39208, -0.02626], [-0.32938, 1.53801, -1.18623], [1.05220, 0.10097, 0.02480], [2.50543, 0.22782, 0.44084], [3.32362, -0.90929, 0.24986], [4.59683, -0.95845, 0.51903], [5.08088, 0.20702, 1.06240], [6.44249, 0.26158, 1.42995], [6.98808, 1.38927, 1.98044], [6.18167, 2.53060, 2.17153], [4.86015, 2.50380, 1.80950], [4.28561, 1.34439, 1.25830], [2.95967, 1.34405, 0.91982], [1.02709, -0.35161, -0.96361], [0.54710, -0.59230, 0.69231], [2.86444, -1.79421, -0.17266], [7.04670, -0.61662, 1.26453], [8.02954, 1.38234, 2.25341], [6.60984, 3.42025, 2.60317], [4.26028, 3.38710, 1.95358], [-2.50809, 1.27745, 4.54892], [-2.53410, 2.76282, 4.22440], [-3.58969, 3.08271, 3.17524], [-1.25311, 3.20484, 3.78153], [-2.25874, 0.69543, 3.65759], [-1.74867, 1.06383, 5.30213], [-3.47170, 0.93118, 4.91810], [-2.74321, 3.33033, 5.13258], [-3.36968, 2.55552, 2.24240], [-3.59873, 4.15066, 2.95361], [-4.58570, 2.78688, 3.51111], [-1.03457, 2.72492, 2.97363], [-7.03340, -1.51999, 5.37531], [-6.07483, -0.59170, 4.64905], [-6.62184, -0.17672, 3.29122], [-4.80388, -1.22096, 4.49575], [-7.17968, -2.43367, 4.79320], [-6.62788, -1.81152, 6.34474], [-8.00541, -1.04823, 5.53091], [-5.89510, 0.29825, 5.25531], [-6.76581, -1.05608, 2.65738], [-5.92026, 0.48587, 2.78227], [-7.57916, 0.33807, 3.38902], [-4.93445, -2.01678, 3.96739], [4.80602, 0.60261, -5.17208], [4.25485, 0.49798, -3.75895], [5.17928, 1.12618, -2.73239], [4.02537, -0.87123, -3.41572], [5.76384, 0.08025, -5.24853], [4.12438, 0.14135, -5.88708], [4.95848, 1.64360, -5.46227], [3.27986, 0.98847, -3.71719], [6.14161, 0.60621, -2.72128], [4.75094, 1.02344, -1.73337], [5.36437, 2.18290, -2.93197], [4.87288, -1.33123, -3.43635], [0.71117, -0.08244, -7.15533], [1.58663, 0.80402, -8.02868], [0.91340, 1.12971, -9.35336], [2.85214, 0.18369, -8.25214], [0.51707, -1.03568, -7.65473], [1.21072, -0.30276, -6.21104], [-0.24656, 0.39399, -6.94065], [1.80701, 1.73061, -7.49707], [0.72510, 0.21351, -9.91979], [1.55543, 1.76635, -9.96253], [-0.03859, 1.63979, -9.19960], [2.69837, -0.64301, -8.72137], [-8.27313, -6.41267, 3.78675], [-8.27062, -4.92376, 3.47770], [-9.31373, -4.56362, 2.43116], [-6.97234, -4.51420, 3.03854], [-8.03307, -6.98847, 2.88873], [-7.51985, -6.64843, 4.53873], [-9.24671, -6.73935, 4.15428], [-8.46685, -4.36255, 4.39199], [-9.10605, -5.08313, 1.49171], [-9.29491, -3.49290, 2.22497], [-10.31687, -4.83721, 2.76063], [-6.77594, -4.99625, 2.22841], [-0.95485, 5.46932, 1.26098], [-0.03018, 6.43457, 0.53746], [-0.57840, 6.81951, -0.82933], [1.27183, 5.86355, 0.40482], [-1.06219, 4.54181, 0.69307], [-0.54836, 5.20442, 2.23618], [-1.94616, 5.90430, 1.40504], [0.10435, 7.33466, 1.13887], [-0.67684, 5.93266, -1.46166], [0.09828, 7.51011, -1.33439], [-1.55880, 7.29118, -0.74472], [1.18217, 5.04970, -0.10271], [4.23116, -5.08455, -1.47171], [5.69984, -4.71446, -1.61811], [6.53479, -5.27365, -0.47577], [5.84627, -3.29890, -1.69281], [3.82636, -4.66739, -0.54507], [3.64991, -4.67518, -2.29872], [4.09370, -6.16680, -1.44988], [6.07769, -5.10022, -2.56596], [6.19632, -4.86177, 0.47887], [7.58279, -4.99921, -0.59869], [6.46261, -6.36129, -0.42625], [5.51791, -2.92403, -0.86592]],
  "forces_ev_per_a": [[-0.2, 0.8, 1.0], [0.2, -0.5, 0.0], [-0.4, 0.0, -0.8], [0.6, -0.3, -0.4], [-0.4, 0.5, 0.1], [0.3, -0.7, -0.3], [-0.6, 0.6, 0.3], [0.8, -0.4, 0.0], [0.2, 0.0, 0.0], [-0.4, -0.2, -0.2], [-0.1, -0.3, -0.1], [0.4, 0.4, 0.2], [-0.4, 0.1, -0.1], [0.3, -0.1, 0.0], [-0.1, -0.1, -0.1], [-0.2, 0.0, 0.2], [0.0, -0.2, -0.1], [0.0, -0.1, 0.0], [0.2, 0.1, 0.1], [0.0, 0.2, 0.0], [-0.3, 0.0, -0.1], [0.1, 0.1, 0.1], [0.0, -0.3, -0.3], [0.0, 0.1, 0.0], [0.0, 0.1, 0.2], [-0.1, 0.0, 0.0], [0.0, 0.0, 0.0], [0.0, -0.1, 0.0], [0.1, 0.1, 0.0], [0.0, -0.1, 0.0], [0.0, 0.0, 0.0], [0.0, 0.0, 0.0], [0.1, 0.0, 0.0], [0.0, -0.1, 0.2], [-0.2, -0.3, -0.2], [0.1, 0.1, 0.0], [0.1, 0.1, 0.1], [0.0, 0.0, -0.1], [0.0, 0.1, 0.0], [0.0, 0.0, 0.0], [0.1, 0.0, 0.0], [-0.1, 0.0, 0.1], [0.0, 0.0, 0.0], [0.0, 0.0, 0.0], [0.0, 0.0, 0.0], [-0.1, 0.0, -0.1], [0.4, -0.2, -0.1], [0.0, 0.0, 0.2], [-0.3, 0.1, 0.0], [0.0, 0.1, 0.1], [0.0, 0.1, 0.0], [0.0, 0.0, 0.0], [-0.1, -0.1, 0.0], [0.0, 0.0, -0.1], [0.0, 0.1, 0.0], [0.0, 0.0, 0.0], [0.0, -0.1, 0.1], [0.1, 0.0, 0.1], [-0.2, -0.3, -0.1], [0.1, 0.1, 0.0], [0.1, 0.1, 0.1], [0.0, 0.0, -0.1], [0.0, 0.0, 0.0], [0.0, 0.0, 0.0], [0.1, 0.0, 0.0], [-0.1, 0.0, 0.0], [0.0, 0.0, 0.0], [0.0, 0.0, 0.0], [0.0, 0.0, 0.0], [0.1, 0.0, 0.1], [-0.1, -0.3, -0.3], [0.0, 0.1, 0.0], [0.0, 0.2, 0.2], [-0.1, 0.0, 0.0], [0.0, 0.0, 0.0], [0.0, 0.0, 0.0], [0.1, 0.1, 0.0], [0.0, -0.1, 0.0], [0.0, 0.0, 0.0], [0.0, 0.0, 0.0], [0.0, 0.0, 0.0], [0.0, 0.1, 0.2], [-0.2, -0.3, -0.2], [0.1, 0.1, 0.0], [0.1, 0.2, 0.0], [0.0, 0.0, -0.1], [0.0, 0.0, 0.0], [0.0, 0.0, 0.0], [0.1, 0.0, 0.0], [-0.1, 0.0, 0.0], [0.0, 0.0, 0.0], [0.0, 0.0, 0.0], [0.0, -0.1, 0.1], [-0.1, 0.0, -0.1], [-0.1, 0.0, 0.3], [0.1, 0.0, 0.0], [0.0, 0.0, -0.2], [0.0, 0.0, 0.1], [0.0, 0.0, 0.0], [0.0, 0.0, 0.0], [0.0, 0.1, 0.0], [-0.1, 0.0, 0.0], [0.0, 0.0, 0.0], [0.0, 0.0, 0.0], [0.0, 0.2, 0.0]],
  "lowdin_charge": [0.18, -0.48, 0.11, -0.02, -0.24, -0.08, 0.15, -0.23, -0.02, -0.07, -0.07, -0.01, -0.20, 0.21, 0.13, 0.14, 0.12, 0.11, 0.10, 0.10, 0.12, -0.05, -0.49, -0.06, -0.06, 0.08, 0.08, 0.06, 0.14, 0.08, 0.07, 0.07, 0.06, -0.05, -0.50, -0.05, -0.06, 0.06, 0.08, 0.08, 0.13, 0.08, 0.07, 0.08, 0.09, -0.05, -0.50, -0.05, -0.07, 0.08, 0.06, 0.08, 0.13, 0.09, 0.06, 0.08, 0.07, -0.06, -0.50, -0.06, -0.06, 0.08, 0.07, 0.08, 0.14, 0.08, 0.08, 0.08, 0.09, -0.06, -0.50, -0.06, -0.07, 0.08, 0.08, 0.08, 0.13, 0.08, 0.08, 0.08, 0.09, -0.07, -0.50, -0.07, -0.05, 0.07, 0.07, 0.08, 0.14, 0.08, 0.08, 0.08, 0.08, -0.06, -0.50, -0.06, -0.07, 0.08, 0.08, 0.08, 0.14, 0.08, 0.08, 0.08, 0.05],
  "e_homo_ev": -9.27,
  "smiles": "O=C(F)Cc1cnc2ccccc2n1.CC(C)O.CC(C)O.CC(C)O.CC(C)O.CC(C)O.CC(C)O.CC(C)O"
}

***

# 2
{
  "formula": "C31H65ClN4O8PS3",
  "method": "ωB97M-V with the def2-TZVPD basis set",
  "elements": ["C", "C", "S", "C", "C", "O", "C", "C", "C", "O", "C", "C", "C", "C", "C", "C", "P", "O", "Cl", "N", "C", "C", "C", "C", "N", "C", "N", "N", "C", "C", "C", "C", "C", "O", "H", "H", "H", "H", "H", "H", "H", "H", "H", "H", "H", "H", "H", "H", "H", "H", "H", "H", "H", "H", "H", "H", "H", "H", "H", "H", "H", "H", "H", "H", "H", "H", "H", "H", "H", "H", "H", "H", "H", "H", "H", "H", "H", "H", "H", "H", "H", "H", "H", "C", "C", "C", "S", "O", "O", "C", "H", "H", "H", "H", "H", "H", "H", "H", "C", "C", "C", "S", "O", "O", "C", "H", "H", "H", "H", "H", "H", "H", "H"],
  "coordinates": [[-2.36673, 2.71094, 5.16584], [-2.07562, 1.32493, 5.87975], [-2.67911, -0.14788, 4.90484], [-1.12576, -0.87735, 4.14221], [-0.95804, -0.11970, 2.72607], [-2.23817, -0.07314, 2.13559], [-2.41918, -0.38636, 0.77964], [-3.48084, 0.67994, 0.20498], [-1.08141, -0.42340, -0.14857], [-1.63725, -0.98990, -1.29223], [-1.28705, -0.59462, -2.60160], [-1.39006, -1.78937, -3.66918], [-0.20171, -1.78136, -4.71903], [-2.77428, -1.62347, -4.47235], [-2.76257, -0.42126, -5.50058], [-3.07686, -2.95615, -5.26773], [-0.66016, 1.43958, -0.08764], [1.02967, 1.68756, -0.33792], [-1.45120, 2.51022, -1.75157], [-0.05477, -1.34423, 0.57302], [-0.67717, -2.66813, 0.91544], [0.27212, -3.89574, 1.25432], [0.09869, -4.50858, 2.70380], [1.50607, -5.09828, 3.20748], [2.16871, -4.23582, 4.21406], [3.55693, -3.98925, 3.89736], [4.40871, -4.96442, 3.89932], [4.08289, -2.64336, 3.61457], [1.08192, -1.42715, -0.42673], [1.02198, -2.65468, -1.44840], [2.54825, -1.39143, 0.16090], [3.69957, -1.75140, -0.87993], [0.27860, -0.65048, 1.84977], [0.99755, -1.47751, 2.80461], [-2.73882, 3.42855, 5.95927], [-3.16821, 2.67040, 4.38119], [-1.42967, 3.15394, 4.73105], [-0.96388, 1.23935, 6.00993], [-2.55542, 1.30744, 6.89157], [-1.35725, -1.96446, 4.02974], [-0.30758, -0.63305, 4.86360], [-0.68364, 0.94308, 3.02970], [-2.99742, -1.35725, 0.68276], [-4.50696, 0.28412, 0.46449], [-3.45716, 0.72474, -0.92085], [-3.33623, 1.67236, 0.70045], [-2.08151, 0.12946, -2.97321], [-0.31545, -0.03189, -2.75233], [-1.50778, -2.79540, -3.15837], [-0.52408, -1.89233, -5.78691], [0.45522, -2.67414, -4.50608], [0.34227, -0.80454, -4.64929], [-3.59732, -1.49894, -3.70448], [-2.37703, -0.78614, -6.49435], [-2.18243, 0.47844, -5.16022], [-3.83486, -0.11214, -5.68268], [-3.81306, -2.80347, -6.11059], [-3.50658, -3.69947, -4.54283], [-2.13608, -3.38923, -5.71353], [1.24467, 2.48260, 0.17772], [-1.35734, -2.62747, 1.82012], [-1.36072, -3.05553, 0.10301], [1.37286, -3.69043, 1.12847], [0.06382, -4.74549, 0.53458], [-0.64963, -5.34339, 2.72877], [-0.20495, -3.75463, 3.47688], [1.34926, -6.10475, 3.70032], [2.16715, -5.30746, 2.31422], [1.67286, -3.36175, 4.38188], [5.33728, -4.59246, 3.65255], [3.31558, -1.97473, 3.50700], [4.62293, -2.69206, 2.74585], [1.06344, -0.58367, -1.18250], [-0.00725, -3.02976, -1.66506], [1.61756, -3.54308, -1.07771], [1.48724, -2.39386, -2.44339], [2.72787, -2.01039, 1.07542], [2.74652, -0.31687, 0.47061], [3.44526, -1.54317, -1.94806], [4.06488, -2.78779, -0.67295], [4.56471, -1.06409, -0.62921], [1.01629, 0.19833, 1.72791], [1.53216, -0.90709, 3.37532], [3.97584, 0.64482, -5.29362], [4.87471, 0.19421, -6.44839], [3.99374, -0.56045, -7.44814], [2.34491, 0.11615, -7.27310], [1.47465, -0.91662, -6.75660], [2.01338, 0.87832, -8.45213], [2.73502, 1.24419, -5.94452], [4.47749, 1.36680, -4.64749], [3.69772, -0.22026, -4.68288], [5.31242, 1.07168, -6.93229], [5.69772, -0.43106, -6.09932], [4.33336, -0.41841, -8.47299], [3.94701, -1.62489, -7.21672], [1.88756, 1.32370, -5.26471], [2.95374, 2.21694, -6.38763], [-1.23755, 7.00860, 3.99348], [-2.64275, 6.65667, 3.49689], [-3.60517, 6.84470, 4.67236], [-2.87411, 8.09775, 5.72322], [-2.52000, 7.49041, 6.98389], [-3.66206, 9.30392, 5.64602], [-1.38528, 8.31622, 4.76164], [-0.52890, 7.10607, 3.16944], [-0.87400, 6.22144, 4.66130], [-2.92045, 7.33140, 2.68210], [-2.69041, 5.63743, 3.10826], [-4.58607, 7.18058, 4.33906], [-3.70493, 5.93030, 5.25778], [-0.54521, 8.52484, 5.42200], [-1.54764, 9.15530, 4.08320]],
  "forces_ev_per_a": [[-0.2, 0.4, 0.7], [0.4, 0.5, -0.6], [0.8, 0.1, 0.6], [-1.0, 1.3, -0.5], [0.3, 0.3, 1.2], [0.7, -0.3, -0.5], [-1.3, 0.6, -1.1], [-0.1, -0.9, 0.0], [-3.4, -0.1, 0.0], [1.3, -0.4, 1.0], [-0.4, 0.5, -3.3], [-1.1, 0.1, -0.6], [-0.2, -0.5, 0.8], [0.3, -0.3, -0.3], [-0.6, -0.3, 0.0], [-0.1, 0.0, 0.4], [1.4, 2.3, 0.3], [-1.8, -0.9, 0.0], [0.6, -1.1, 0.7], [0.1, 0.2, -0.4], [-1.4, -3.1, 0.6], [0.7, -0.6, 0.2], [1.0, -0.2, 0.5], [-1.0, -1.3, -0.1], [1.6, 1.2, -1.2], [1.9, -0.9, 0.3], [-1.4, 1.3, -0.3], [-1.8, -0.8, 0.1], [2.9, -1.4, -2.7], [0.0, -1.1, 0.3], [0.5, 1.2, 0.2], [0.3, 0.8, 0.9], [1.2, 1.6, 3.3], [-0.2, -0.6, -1.5], [0.5, -0.6, -0.9], [0.8, -0.2, 0.7], [-0.9, -0.5, 0.3], [-1.0, -0.1, 0.1], [0.4, -0.2, -1.0], [0.5, 0.9, 0.2], [-0.5, -0.6, -0.8], [-0.2, -1.1, -0.5], [1.3, 0.7, 0.0], [1.1, 0.6, -0.1], [0.1, 0.1, 1.2], [-0.1, -0.8, -0.6], [0.9, -0.7, 0.7], [-0.8, -0.8, 0.8], [0.4, 1.2, -0.3], [0.1, 0.2, 1.2], [-0.3, 1.2, -0.3], [-0.2, -1.1, -0.1], [0.8, 0.1, -0.8], [-0.2, 0.5, 1.1], [-0.5, -0.8, -0.3], [1.2, -0.2, 0.2], [0.7, -0.1, 1.0], [0.4, 0.5, -0.8], [-0.9, 0.5, 0.4], [0.0, -0.1, -0.2], [0.9, 0.9, -1.0], [0.9, 1.2, 0.5], [-1.3, 0.2, 0.1], [0.2, 1.1, 0.6], [0.6, 0.9, -0.2], [0.1, -0.5, -0.9], [0.0, 1.1, -0.6], [-0.5, 0.4, 1.0], [0.1, -0.3, -0.3], [-0.4, -0.3, 0.2], [0.5, -0.3, -0.2], [-0.2, 0.2, 0.5], [-0.5, -0.4, 1.6], [0.8, 0.5, 0.2], [-0.7, 1.1, -0.3], [-0.6, 0.1, 1.2], [-0.6, 0.4, -0.8], [-0.3, -1.2, -0.2], [0.2, -0.5, 0.9], [-0.5, 0.8, -0.7], [-0.9, -0.8, -0.3], [-1.3, -0.8, -1.0], [-0.3, 0.1, -0.4], [0.1, -0.1, 0.1], [0.1, 0.1, 0.0], [0.5, -0.2, 0.0], [0.1, 0.3, -0.4], [0.2, 0.2, -0.4], [-0.2, -0.3, 0.3], [0.2, 0.2, 0.4], [0.0, 0.0, 0.0], [0.0, 0.0, 0.0], [0.0, 0.0, 0.0], [0.0, 0.0, -0.1], [-0.2, -0.1, 0.0], [-0.1, 0.1, 0.0], [-0.1, 0.0, -0.2], [-0.1, -0.1, 0.0], [0.0, -0.1, 0.0], [0.0, 0.0, -0.2], [-0.2, -0.4, -0.4], [-0.1, 0.4, 0.1], [-0.1, 0.2, -0.1], [0.1, -0.3, 0.3], [0.4, -0.1, -0.3], [0.0, 0.0, 0.1], [0.0, 0.1, 0.0], [0.0, 0.0, 0.1], [0.0, 0.1, 0.0], [0.0, 0.0, 0.2], [0.0, 0.1, 0.1], [-0.2, 0.1, 0.1], [0.0, 0.0, 0.1]],
  "lowdin_charge": [-0.17, -0.50, 0.87, -0.37, -0.30, -0.16, -0.32, -0.05, -0.46, -0.11, -0.21, -0.27, -0.08, -0.38, -0.08, -0.09, 0.81, -0.35, 0.30, -0.06, -0.07, -0.15, -0.15, -0.20, 0.02, -0.49, 0.12, 0.09, -0.24, -0.03, -0.19, -0.08, -0.23, -0.05, 0.07, 0.07, 0.06, 0.07, 0.07, 0.07, 0.08, 0.15, 0.16, 0.10, 0.06, 0.08, 0.09, 0.11, 0.13, 0.07, 0.09, 0.06, 0.13, 0.09, 0.08, 0.09, 0.09, 0.08, 0.08, 0.06, 0.14, 0.15, 0.09, 0.13, 0.12, 0.09, 0.12, 0.12, 0.09, 0.05, 0.03, 0.08, 0.13, 0.07, 0.10, 0.09, 0.09, 0.11, 0.07, 0.09, 0.09, 0.15, 0.11, -0.23, -0.21, -0.22, 0.68, -0.34, -0.31, -0.23, 0.12, 0.11, 0.12, 0.12, 0.11, 0.11, 0.10, 0.11, -0.23, -0.22, -0.22, 0.67, -0.32, -0.32, -0.23, 0.11, 0.11, 0.12, 0.10, 0.11, 0.09, 0.11, 0.11],
  "total_charge": 1,
  "e_homo_ev": -11.12
}